100
Properties=species:S:1:pos:R:3 method="wB97M-V/def2-TZVPD" total_energy_ev=-90032.3496 smiles="CCOCCCCC[C@@]1(S)OC(=O)O[C@H]1[C@@H](Cl)CC.CN(C)P(=O)(N(C)C)N(C)C.CN(C)P(=O)(N(C)C)N(C)C" e_lumo_ev=-0.9037 homo_lumo_gap_ev=6.86
C 3.841 8.393 4.051
C 4.771 7.062 4.234
O 5.789 7.056 3.210
C 5.853 5.790 2.498
C 6.745 4.783 3.376
C 6.433 3.222 3.161
C 4.877 2.837 3.111
C 4.099 3.044 4.499
C 2.626 2.421 4.469
S 2.417 0.611 4.042
O 2.130 2.656 5.840
C 1.202 3.772 5.761
O 1.128 4.781 6.471
O 0.403 3.404 4.602
C 1.457 3.140 3.621
C 1.814 4.275 2.547
Cl 1.922 3.510 0.856
C 0.711 5.467 2.468
C 1.407 6.724 1.691
H 4.080 8.801 3.006
H 4.124 9.139 4.864
H 2.717 8.130 4.094
H 4.047 6.178 4.199
H 5.234 7.079 5.285
H 6.376 6.019 1.494
H 4.779 5.451 2.315
H 6.719 5.123 4.474
H 7.841 4.942 3.036
H 6.873 2.675 4.083
H 6.960 2.831 2.226
H 4.365 3.351 2.211
H 4.828 1.709 2.870
H 4.064 4.131 4.866
H 4.698 2.470 5.306
H 2.522 0.620 2.641
H 1.001 2.265 3.026
H 2.815 4.778 2.771
H 0.347 5.760 3.508
H -0.137 5.114 1.770
H 2.528 6.498 1.520
H 0.921 6.876 0.665
H 1.389 7.672 2.343
O 0.497 -1.787 -0.878
P -0.996 -1.427 -0.752
N -0.726 -0.316 0.507
C -0.845 -0.462 1.937
C -0.129 0.957 0.139
N -1.473 -3.002 -0.259
C -2.156 -3.381 0.963
C -0.549 -4.101 -0.593
N -2.732 -1.004 -0.692
C -3.128 -0.564 -2.043
C -3.449 -0.188 0.274
H -1.439 0.364 2.350
H 0.129 -0.458 2.439
H -1.367 -1.364 2.247
H -0.866 1.580 -0.392
H 0.733 0.823 -0.515
H 0.211 1.532 1.004
H -1.474 -3.395 1.823
H -2.588 -4.385 0.875
H -3.004 -2.737 1.191
H 0.304 -4.126 0.091
H -0.179 -4.003 -1.616
H -1.046 -5.074 -0.549
H -2.690 0.413 -2.278
H -4.215 -0.499 -2.154
H -2.776 -1.281 -2.793
H -3.112 0.853 0.293
H -3.407 -0.602 1.281
H -4.519 -0.174 0.030
O -1.811 -6.107 -3.428
P -2.662 -5.336 -4.456
N -4.124 -5.882 -3.779
C -4.991 -6.972 -4.156
C -4.526 -5.280 -2.518
N -2.097 -6.236 -5.805
C -2.879 -7.021 -6.740
C -0.808 -6.931 -5.635
N -3.629 -4.391 -5.624
C -3.207 -2.981 -5.512
C -5.063 -4.411 -5.864
H -6.028 -6.618 -4.224
H -4.964 -7.795 -3.433
H -4.773 -7.390 -5.136
H -4.870 -4.247 -2.686
H -3.701 -5.249 -1.806
H -5.349 -5.817 -2.036
H -3.178 -7.986 -6.312
H -2.304 -7.233 -7.650
H -3.767 -6.498 -7.094
H -0.924 -7.846 -5.050
H -0.079 -6.285 -5.140
H -0.366 -7.197 -6.599
H -3.550 -2.547 -4.566
H -3.583 -2.371 -6.338
H -2.114 -2.911 -5.539
H -5.649 -4.092 -4.997
H -5.414 -5.386 -6.201
H -5.313 -3.731 -6.688